{
  "formula": "C4H8N2O",
  "method": "the ωB97M-V functional and the def2-TZVPD basis",
  "symbols": ["C", "C", "C", "N", "C", "O", "N", "H", "H", "H", "H", "H", "H", "H", "H"],
  "xyz": [[1.192, -0.741, -0.011], [-0.212, -0.178, -0.241], [-1.162, -1.032, -1.008], [-1.407, -0.700, 0.389], [-0.041, 1.317, -0.184], [0.104, 2.048, -1.136], [0.023, 1.752, 1.167], [1.182, -1.524, 0.748], [1.585, -1.123, -0.956], [1.895, 0.034, 0.321], [-1.920, -0.696, -1.715], [-0.749, -2.016, -1.254], [-1.252, -1.446, 1.059], [0.921, 1.559, 1.604], [-0.158, 2.746, 1.218]],
  "atomic_forces_ev_per_a": [[0.08, -0.23, 0.09], [0.32, 0.02, -0.03], [0.03, -0.01, -0.23], [0.11, -0.09, 0.32], [-0.12, 0.28, -0.37], [-0.52, -0.23, 0.34], [-0.03, 0.39, -0.14], [0.06, -0.13, -0.12], [0.02, -0.10, 0.19], [-0.17, -0.20, 0.00], [0.32, 0.27, 0.15], [-0.16, 0.19, 0.10], [0.16, -0.07, -0.20], [-0.34, -0.22, 0.01], [0.24, 0.12, -0.11]],
  "mulliken_charge": [-1.33, 1.15, -0.53, -0.63, 0.12, -0.56, -0.49, 0.31, 0.31, 0.36, 0.27, 0.25, 0.25, 0.24, 0.29],
  "relative_energy_ev": 2.2582,
  "e_homo_ev": -9.52,
  "e_tot_ha": -341.92066,
  "gap_ev": 10.39,
  "smiles": "C[C@@]1(C(N)=O)CN1"
}



{
  "formula": "BrPd",
  "method": "the ωB97M-V functional and the def2-TZVPD basis",
  "symbols": ["Pd", "Br"],
  "xyz": [[-0.541, -1.195, -0.099], [0.541, 1.195, 0.099]],
  "atomic_forces_ev_per_a": [[1.01, 2.23, 0.18], [-1.01, -2.23, -0.18]],
  "mulliken_charge": [0.75, 0.25],
  "relative_energy_ev": 1.0178,
  "e_homo_ev": [-17.06, -16.26],
  "spin_multiplicity": 3,
  "e_tot_ha": -2701.47495,
  "gap_ev": [10.33, 6.34],
  "charge": 1
}



{
  "formula": "C5H12N4",
  "method": "the ωB97M-V functional and the def2-TZVPD basis",
  "symbols": ["C", "C", "C", "C", "N", "N", "C", "N", "N", "H", "H", "H", "H", "H", "H", "H", "H", "H", "H", "H", "H"],
  "xyz": [[-0.181, -0.672, 0.568], [1.433, -0.256, 0.009], [-0.348, -0.054, 1.950], [-0.419, -2.169, 0.570], [-0.358, 1.199, -0.735], [-1.014, 0.007, -0.372], [1.220, 0.970, -0.745], [-0.918, 1.956, -1.752], [1.984, 1.758, -1.341], [-1.204, -0.581, -1.193], [-1.209, 1.392, -2.553], [-1.709, 2.496, -1.412], [1.480, 2.487, -1.848], [1.789, -1.069, -0.621], [2.067, -0.117, 0.880], [-0.109, 1.004, 1.918], [-1.377, -0.165, 2.290], [0.311, -0.546, 2.662], [-1.427, -2.397, 0.926], [-0.304, -2.588, -0.430], [0.294, -2.657, 1.230]],
  "atomic_forces_ev_per_a": [[2.66, 0.77, -0.36], [-2.24, -1.40, 1.54], [0.08, -0.16, -0.15], [0.01, 0.22, -0.06], [2.64, 0.16, 0.39], [-1.15, -0.26, -0.62], [-3.68, 1.28, -1.34], [0.23, -0.24, 0.05], [0.58, -0.25, 0.19], [0.36, 0.10, 0.04], [0.06, 0.02, 0.13], [0.22, -0.19, 0.04], [-0.20, -0.08, 0.15], [0.16, 0.05, -0.03], [0.17, -0.06, -0.09], [0.01, 0.13, 0.04], [-0.07, -0.04, 0.00], [0.08, -0.01, 0.11], [0.03, 0.05, 0.00], [0.03, -0.04, -0.06], [0.02, -0.04, 0.04]],
  "mulliken_charge": [1.31, -0.73, -1.63, -1.70, 0.07, -0.39, 0.41, -0.71, -0.66, 0.35, 0.20, 0.24, 0.31, 0.32, 0.26, 0.40, 0.37, 0.39, 0.40, 0.43, 0.36],
  "relative_energy_ev": 2.3539,
  "e_homo_ev": -8.07,
  "e_tot_ha": -416.65894,
  "gap_ev": 8.95,
  "smiles": "[H]/N=C1/CC(C)(C)NN1N"
}



{
  "formula": "C3H5NO2",
  "method": "the ωB97M-V functional and the def2-TZVPD basis",
  "symbols": ["N", "C", "C", "O", "C", "O", "H", "H", "H", "H", "H"],
  "xyz": [[1.772, -1.534, -0.973], [0.826, -1.388, -0.321], [-0.438, -1.084, 0.395], [-1.081, 0.005, -0.213], [-0.444, 1.268, -0.027], [0.934, 1.191, 0.099], [1.324, 0.830, -0.709], [-1.104, -1.945, 0.282], [-0.231, -0.936, 1.464], [-0.764, 1.855, -0.896], [-0.794, 1.738, 0.899]],
  "atomic_forces_ev_per_a": [[-1.02, -0.03, 0.75], [0.88, -0.30, -0.67], [0.06, -0.19, 0.02], [0.06, -0.05, -0.06], [-0.19, 0.30, 0.06], [0.08, 0.06, -0.11], [0.00, 0.18, 0.07], [0.09, 0.16, 0.06], [0.02, 0.04, -0.20], [0.04, -0.05, 0.16], [-0.03, -0.13, -0.09]],
  "mulliken_charge": [-0.47, 0.36, -0.22, -0.35, -0.19, -0.52, 0.32, 0.29, 0.27, 0.24, 0.27],
  "relative_energy_ev": 1.7990,
  "e_homo_ev": -10.97,
  "e_tot_ha": -322.50822,
  "gap_ev": 11.75,
  "smiles": "N#CCOCO"
}



{
  "formula": "C21H12Cl5F6N6O2OsS",
  "method": "the ωB97M-V functional and the def2-TZVPD basis",
  "symbols": ["Os", "C", "N", "C", "C", "N", "C", "S", "C", "C", "C", "C", "C", "N", "H", "H", "H", "H", "H", "H", "H", "H", "H", "Cl", "C", "C", "Cl", "C", "Cl", "C", "O", "C", "Cl", "C", "Cl", "C", "C", "O", "C", "F", "F", "F", "C", "F", "F", "F", "H", "H", "H", "N", "C", "N", "C", "N"],
  "xyz": [[0.147, 0.337, 0.053], [3.477, -1.989, 3.225], [3.011, -2.435, 1.904], [3.736, -3.238, 1.027], [3.017, -3.354, -0.092], [1.841, -2.609, 0.106], [1.853, -2.043, 1.347], [0.658, -1.122, 2.129], [0.885, -2.464, -0.942], [0.463, -3.589, -1.605], [-0.297, -3.440, -2.758], [-0.569, -2.170, -3.228], [-0.147, -1.094, -2.484], [0.536, -1.228, -1.331], [4.288, -2.639, 3.541], [2.665, -2.047, 3.941], [3.830, -0.962, 3.167], [4.698, -3.654, 1.285], [3.228, -3.863, -1.020], [0.740, -4.564, -1.227], [-0.659, -4.315, -3.286], [-1.125, -2.003, -4.140], [-0.361, -0.085, -2.796], [3.565, 5.852, 2.938], [3.116, 4.418, 2.113], [1.792, 4.014, 2.102], [0.567, 4.909, 2.901], [1.466, 2.852, 1.427], [-0.196, 2.280, 1.369], [2.379, 2.067, 0.760], [2.018, 0.946, 0.121], [3.701, 2.473, 0.784], [4.848, 1.479, -0.026], [4.069, 3.638, 1.448], [5.710, 4.122, 1.451], [-3.928, -1.045, -0.380], [-3.013, 0.131, -0.090], [-1.701, -0.258, -0.295], [-3.243, 0.640, 1.371], [-2.437, 0.003, 2.236], [-4.500, 0.451, 1.766], [-2.970, 1.961, 1.464], [-2.833, 2.270, -1.610], [-2.876, 0.356, -3.065], [-1.512, 2.268, -1.799], [-3.225, 3.522, -1.398], [-3.734, -1.835, 0.348], [-3.696, -1.417, -1.376], [-4.976, -0.754, -0.325], [-3.493, 1.253, -0.940], [-3.630, 1.265, -2.384], [-4.841, 1.476, -3.015], [-5.740, 2.253, -2.544], [-6.600, 2.980, -2.169]],
  "atomic_forces_ev_per_a": [[0.19, -0.93, -0.59], [-0.04, -0.17, -0.23], [0.35, 0.06, 0.34], [0.04, 0.15, 0.44], [-0.36, 0.12, -0.22], [-0.15, 0.02, -0.44], [0.17, -0.23, 0.05], [-0.08, -0.02, -0.33], [0.39, 0.13, 0.30], [-0.01, -0.28, -0.17], [-0.02, -0.17, 0.00], [-0.06, -0.11, -0.15], [0.18, 0.07, 0.20], [-0.13, 0.11, 0.00], [-0.01, 0.00, -0.04], [-0.06, -0.04, -0.01], [-0.01, 0.04, -0.05], [-0.15, 0.11, 0.01], [-0.08, 0.11, 0.13], [-0.05, 0.04, -0.02], [0.05, 0.06, 0.03], [0.03, -0.01, 0.03], [-0.10, 0.09, 0.08], [0.02, -0.08, -0.05], [0.20, 0.11, 0.03], [-0.34, 0.03, 0.09], [0.02, -0.04, -0.04], [-0.51, -0.07, 0.07], [-0.03, 0.80, 0.46], [-0.23, -0.67, -0.30], [-0.56, 0.27, 0.04], [0.61, 0.05, -0.06], [0.03, 0.09, 0.05], [0.18, 0.02, -0.02], [0.01, 0.00, 0.01], [0.01, -0.21, 0.11], [-0.27, 0.21, -0.07], [0.27, 0.77, 0.38], [0.08, 0.02, -0.09], [-0.13, 0.09, -0.17], [0.16, 0.15, -0.04], [-0.01, -0.27, 0.08], [-0.31, 0.21, -0.10], [-0.15, 0.10, -0.02], [0.49, -0.07, 0.09], [-0.01, 0.01, -0.01], [-0.03, 0.04, -0.08], [-0.01, -0.02, 0.01], [0.09, -0.03, -0.01], [0.26, -0.44, 0.10], [0.06, 0.00, 0.39], [-0.33, -0.05, -0.34], [-0.25, 0.49, 0.47], [0.61, -0.65, -0.33]],
  "mulliken_charge": [2.11, -0.83, 0.19, -0.63, -0.39, 0.50, 0.27, -0.47, 0.07, -0.68, -0.45, -0.82, -0.17, 0.06, 0.32, 0.37, 0.31, 0.47, 0.50, 0.55, 0.46, 0.45, 0.51, -0.16, 0.49, -0.41, -0.18, 1.11, -0.30, -0.73, -0.59, 0.54, -0.17, 0.07, -0.16, -1.97, 0.65, -0.93, 0.58, -0.25, -0.28, -0.27, 0.81, -0.19, -0.22, -0.32, 0.51, 0.42, 0.41, 0.09, 0.13, -0.59, 0.62, -0.41],
  "relative_energy_ev": 2.7089,
  "e_homo_ev": [-10.80, -11.48],
  "spin_multiplicity": 5,
  "e_tot_ha": -4675.16995,
  "gap_ev": [7.07, 6.37],
  "charge": 1
}



{
  "formula": "C3H2S2",
  "method": "the ωB97M-V functional and the def2-TZVPD basis",
  "symbols": ["C", "C", "C", "S", "S", "H", "H"],
  "xyz": [[-0.355, 1.443, -0.698], [0.016, 2.528, -1.193], [0.127, 0.175, -0.354], [1.661, 2.885, -0.973], [1.938, 1.272, 0.279], [-0.171, -0.439, 0.470], [0.237, -0.485, -1.148]],
  "atomic_forces_ev_per_a": [[-0.20, 2.50, -0.38], [-0.83, -0.89, 0.11], [1.67, 0.63, 0.82], [-0.48, 0.19, -0.40], [-0.62, -1.88, 0.60], [-0.11, 0.55, 1.10], [0.58, -1.11, -1.86]],
  "mulliken_charge": [0.10, -0.16, -0.49, 0.03, -0.11, 0.36, 0.28],
  "relative_energy_ev": 2.8199,
  "e_homo_ev": -8.60,
  "e_tot_ha": -911.70146,
  "gap_ev": 6.91,
  "smiles": "C1#CSSC1"
}